Density functional theory data (ωB97M-V with the def2-TZVPD basis set) for 3 unconnected molecules or ions with the total composition C4H15N2O2 in a non-equilibrium geometry.

Each line ends with the Mulliken spin population.
Geometry (Å):
C  -2.318  0.560  0.767  -0.046
C  -1.552  -0.329  -0.307  0.153
C  -0.216  0.099  -0.832  -0.604
C  0.845  0.134  0.214  -0.035
N  1.208  -1.249  0.614  0.853
N  -2.597  1.926  0.495  0.663
H  -1.691  0.532  1.675  0.063
H  -3.282  0.148  1.062  -0.011
H  -2.268  -0.407  -1.129  -0.010
H  -1.493  -1.322  0.148  -0.012
H  -0.113  0.889  -1.576  0.002
H  0.476  0.613  1.120  0.004
H  1.771  0.666  -0.057  0.041
H  0.907  -1.573  1.538  -0.021
H  0.967  -1.954  -0.109  -0.008
H  -3.502  2.084  0.039  -0.008
H  -1.898  2.491  0.015  -0.007
H  4.367  1.831  0.417  0.000
H  4.625  0.835  1.566  0.000
O  4.062  0.999  0.806  0.001
H  0.340  -1.602  -1.940  0.001
H  0.615  -2.902  -2.691  0.000
O  0.745  -2.471  -1.836  -0.020

DFT total energy in eV: -11443.662
Gap between HOMO and LUMO (alpha / beta) in eV: 7.27 / 5.09
⟨S²⟩: 1.438
2S+1: 2
M in g mol⁻¹: 123.2
Relative energy (zero: lowest compared OMol25 entry of this formula, charge and spin) in kJ/mol: 497.3
Highest occupied orbital energy (alpha / beta) in eV: -17.44 / -17.43
Net charge: +2